Below is 2 unconnected molecules or ions with the total composition C3H3N in a non-equilibrium geometry, with properties calculated with the ωB97M-V functional and the def2-TZVPD basis.

Output
E (a.u.): -170.58837
Gap between HOMO and LUMO (alpha / beta) (eV): 9.504 / 7.913
Relative energy (zero: lowest compared OMol25 entry of this formula, charge and spin) (kcal/mol): 151.7
Highest occupied orbital energy (alpha / beta) (eV): -10.4 / -10.0
Total charge: 0
LUMO energy (alpha / beta) (eV): -0.888 / -2.063

The geometry in XYZ format:
```
7
Properties=species:S:1:pos:R:3:nbo_charge:R:1
N 0.88 -1.41 -0.04 -0.13
C 1.50 -0.36 0.02 -0.20
C -2.62 -0.28 -0.13 -0.46
C -1.57 -0.85 0.19 0.10
H 1.09 0.43 0.59 0.23
H -3.42 0.26 -0.52 0.23
H 2.50 -0.34 -0.56 0.23
```



Below is a gas-phase ion, C3H3N2O (charge +1) in a non-equilibrium geometry, with properties calculated with the ωB97M-V functional and the def2-TZVPD basis.

Output
E (a.u.): -300.45779
Gap between HOMO and LUMO (alpha / beta) (eV): 7.225 / 7.226
Relative energy (zero: lowest compared OMol25 entry of this formula, charge and spin) (kcal/mol): 70.0
Highest occupied orbital energy (alpha / beta) (eV): -15.0 / -15.0
Total charge: +1
LUMO energy (alpha / beta) (eV): -7.734 / -7.733

The geometry in XYZ format:
```
9
Properties=species:S:1:pos:R:3:nbo_charge:R:1
O -1.83 -1.00 -1.39 -0.17
N 0.78 -1.23 1.01 -0.57
N 0.51 0.83 -0.11 -0.14
C -1.18 -0.09 -1.33 0.89
C -0.28 0.94 -1.10 -0.12
C 0.57 0.00 0.92 0.19
H 0.94 -1.80 1.82 0.42
H 0.56 0.63 1.89 0.23
H -0.08 1.72 -1.71 0.28
```



Below is a gas-phase ion, C3H3N2O3S (charge -1) in a non-equilibrium geometry, with properties calculated with the ωB97M-V functional and the def2-TZVPD basis.

Output
E (a.u.): -849.60368
Gap between HOMO and LUMO (eV): 7.491
Relative energy (zero: lowest compared OMol25 entry of this formula, charge and spin) (kcal/mol): 0.0
Highest occupied orbital energy (eV): -3.7
Total charge: -1
LUMO energy (eV): 3.818

The geometry in XYZ format:
```
12
Properties=species:S:1:pos:R:3:nbo_charge:R:1
S 2.95 0.43 -0.49 1.71
O 1.42 -0.81 -0.17 -0.74
O 2.41 1.80 -0.57 -1.01
O 3.64 0.09 0.68 -0.97
N -0.70 -1.62 -0.26 -0.56
N -0.50 0.55 0.18 -0.57
C 0.15 -0.60 -0.16 0.64
C -1.94 -1.03 -0.13 -0.11
C -1.82 0.33 0.15 -0.18
H -2.59 0.99 0.56 0.19
H -0.14 1.43 0.26 0.41
H -2.88 -1.56 -0.07 0.17
```



Below is 2 unconnected molecules or ions with the total composition C3H3N2O4S in a non-equilibrium geometry, with properties calculated with the ωB97M-V functional and the def2-TZVPD basis.

Output
E (a.u.): -924.67751
Gap between HOMO and LUMO (alpha / beta) (eV): 8.022 / 3.585
Relative energy (zero: lowest compared OMol25 entry of this formula, charge and spin) (kcal/mol): 109.0
Highest occupied orbital energy (alpha / beta) (eV): -5.1 / -2.9
Total charge: -1
LUMO energy (alpha / beta) (eV): 2.881 / 0.676

The geometry in XYZ format:
```
13
Properties=species:S:1:pos:R:3:nbo_charge:R:1
S -2.81 -3.66 -1.44 2.00
O -3.04 -4.06 -2.85 -0.99
O 1.14 1.24 -0.97 -0.66
O -4.04 -3.40 -0.66 -0.99
O -1.72 -4.30 -0.68 -1.01
N -0.96 -0.91 0.93 -0.17
N -0.01 -1.72 0.49 -0.38
C 1.00 -1.10 -0.12 0.06
C 0.48 0.19 -0.35 0.17
C -0.68 0.25 0.44 -0.13
H -1.27 1.11 0.37 0.20
H 0.08 -2.53 1.07 0.41
H 1.90 0.86 -1.44 0.49
```



Below is a gas-phase ion, C3H3N2OS (charge -1) in a non-equilibrium geometry, with properties calculated with the ωB97M-V functional and the def2-TZVPD basis.

Output
E (a.u.): -698.90591
Gap between HOMO and LUMO (alpha / beta) (eV): 6.516 / 6.516
Relative energy (zero: lowest compared OMol25 entry of this formula, charge and spin) (kcal/mol): 109.1
Highest occupied orbital energy (alpha / beta) (eV): -2.9 / -2.9
Total charge: -1
LUMO energy (alpha / beta) (eV): 3.644 / 3.644

The geometry in XYZ format:
```
10
Properties=species:S:1:pos:R:3:nbo_charge:R:1
S 1.73 -1.03 -0.20 -0.09
O -2.70 -0.69 -0.36 -0.69
N 0.76 1.56 -0.15 -0.55
N -1.76 0.19 -0.01 -0.18
C 1.64 0.93 -0.59 -0.03
C -0.60 -0.14 0.50 0.32
C 0.29 -1.08 0.75 -0.54
H 0.30 -1.97 1.40 0.24
H -2.06 1.18 -0.07 0.36
H 2.40 1.04 -1.27 0.15
```



Below is 2 unconnected molecules or ions with the total composition C3H3N2OS in a non-equilibrium geometry, with properties calculated with the ωB97M-V functional and the def2-TZVPD basis.

Output
E (a.u.): -698.92980
Gap between HOMO and LUMO (eV): 7.239
Relative energy (zero: lowest compared OMol25 entry of this formula, charge and spin) (kcal/mol): 94.1
Highest occupied orbital energy (eV): -3.5
Total charge: -1
LUMO energy (eV): 3.754

The geometry in XYZ format:
```
10
Properties=species:S:1:pos:R:3:nbo_charge:R:1
S -1.59 -1.36 0.49 -0.45
O 2.93 -0.69 0.49 -0.64
N -0.79 1.67 0.28 -0.44
N 1.94 0.04 0.14 -0.11
C -0.15 -1.19 -0.51 -0.40
C 0.80 -0.32 -0.22 0.20
C -1.83 1.23 0.47 0.09
H 1.99 1.11 -0.04 0.34
H -0.42 -1.60 -1.46 0.22
H -2.87 1.10 0.35 0.21
```



Below is a single C3H3N2P molecule in a non-equilibrium geometry, with properties calculated with the ωB97M-V functional and the def2-TZVPD basis.

Output
Structure (SMILES): CP(C#N)C#N
E (a.u.): -566.94337
Gap between HOMO and LUMO (eV): 11.125
Relative energy (zero: lowest compared OMol25 entry of this formula, charge and spin) (kcal/mol): 0.0
Highest occupied orbital energy (eV): -11.0
Total charge: 0
LUMO energy (eV): 0.101

The geometry in XYZ format:
```
9
Properties=species:S:1:pos:R:3:nbo_charge:R:1
P -1.68 -0.74 -0.86 0.79
N -3.53 0.93 0.74 -0.29
N -1.52 0.98 -3.28 -0.27
C -0.25 -0.07 0.18 -0.86
C -2.86 0.33 0.04 -0.05
C -1.60 0.37 -2.31 -0.06
H -0.35 -0.58 1.13 0.25
H -0.35 1.02 0.28 0.26
H 0.57 -0.45 -0.39 0.23
```



Below is 2 unconnected molecules or ions with the total composition C3H3N2P in a non-equilibrium geometry, with properties calculated with the ωB97M-V functional and the def2-TZVPD basis.

Output
E (a.u.): -566.77440
Gap between HOMO and LUMO (alpha / beta) (eV): 8.572 / 8.205
Relative energy (zero: lowest compared OMol25 entry of this formula, charge and spin) (kcal/mol): 106.0
Highest occupied orbital energy (alpha / beta) (eV): -9.6 / -10.9
Total charge: 0
LUMO energy (alpha / beta) (eV): -0.979 / -2.705

The geometry in XYZ format:
```
9
Properties=species:S:1:pos:R:3:nbo_charge:R:1
P -1.00 0.23 1.28 0.43
N 1.66 1.91 -0.57 -0.23
N 1.32 -2.46 0.06 -0.22
C 0.93 -1.36 0.12 0.21
C 0.93 1.09 -0.30 0.21
C 0.32 -0.12 0.14 -0.45
H -0.81 -0.08 -2.06 0.03
H -2.08 -0.62 0.74 0.02
H -1.27 1.42 0.60 0.00
```



Below is a gas-phase ion, C3H3N2S (charge -1) in a non-equilibrium geometry, with properties calculated with the ωB97M-V functional and the def2-TZVPD basis.

Output
E (a.u.): -623.64083
Gap between HOMO and LUMO (eV): 7.266
Relative energy (zero: lowest compared OMol25 entry of this formula, charge and spin) (kcal/mol): 136.8
Highest occupied orbital energy (eV): -3.2
Total charge: -1
LUMO energy (eV): 4.102

The geometry in XYZ format:
```
9
Properties=species:S:1:pos:R:3:nbo_charge:R:1
S -2.01 -2.79 -1.15 -0.39
N -1.04 -1.47 -0.66 -0.29
N -1.47 -0.29 -1.07 -0.34
C 0.11 -1.71 -0.14 -0.05
C -0.75 0.73 -0.59 -0.13
C 0.15 0.58 0.39 -0.32
H 0.99 1.23 0.47 0.15
H 0.15 -2.69 0.43 0.19
H -1.12 1.62 -0.84 0.18
```



Below is a molecular structure, C3H3N2S in a non-equilibrium geometry, with properties calculated with the ωB97M-V functional and the def2-TZVPD basis.

Output
E (a.u.): -623.29735
Gap between HOMO and LUMO (eV): 8.152
Relative energy (zero: lowest compared OMol25 entry of this formula, charge and spin) (kcal/mol): 123.8
Highest occupied orbital energy (eV): -15.0
Total charge: +1
LUMO energy (eV): -6.810

The geometry in XYZ format:
```
9
Properties=species:S:1:pos:R:3:nbo_charge:R:1
S -0.67 -2.43 -0.21 0.40
N -0.70 1.47 0.67 -0.43
N -0.50 -0.86 0.17 -0.61
C -0.92 0.24 0.51 0.76
C 0.39 1.67 -0.19 -0.02
C 0.75 0.47 -0.61 0.16
H -0.34 -3.03 1.03 0.18
H 0.76 2.69 -0.17 0.31
H 1.23 -0.22 -1.20 0.25
```



Below is a single C3H3N3 molecule in a non-equilibrium geometry, with properties calculated with the ωB97M-V functional and the def2-TZVPD basis.

Output
E (a.u.): -280.14036
Gap between HOMO and LUMO (alpha / beta) (eV): 7.461 / 7.460
Relative energy (zero: lowest compared OMol25 entry of this formula, charge and spin) (kcal/mol): 150.9
Highest occupied orbital energy (alpha / beta) (eV): -8.6 / -8.6
Total charge: 0
LUMO energy (alpha / beta) (eV): -1.164 / -1.164

The geometry in XYZ format:
```
9
Properties=species:S:1:pos:R:3:nbo_charge:R:1
N -2.27 -0.10 -1.09 -0.06
N -3.04 -0.51 -1.98 -0.23
N -2.28 -1.16 -2.91 -0.38
C -0.14 0.09 0.31 -0.73
C -1.14 -1.45 -3.05 0.20
C -1.18 -0.22 -0.63 0.39
H -0.06 1.23 0.30 0.26
H 0.58 -0.60 -0.06 0.28
H -0.42 -0.16 1.40 0.27
```



Below is a single C3H3N3 molecule in a non-equilibrium geometry, with properties calculated with the ωB97M-V functional and the def2-TZVPD basis.

Output
Structure (SMILES): N#CC(N)C#N
E (a.u.): -280.34481
Gap between HOMO and LUMO (eV): 11.490
Relative energy (zero: lowest compared OMol25 entry of this formula, charge and spin) (kcal/mol): 22.6
Highest occupied orbital energy (eV): -11.2
Total charge: 0
LUMO energy (eV): 0.318

The geometry in XYZ format:
```
9
Properties=species:S:1:pos:R:3:nbo_charge:R:1
N -0.72 0.56 -0.96 -0.79
N 2.40 -0.92 -0.32 -0.27
N -1.32 -0.81 2.17 -0.26
C 1.36 -0.48 -0.06 0.25
C 0.07 0.22 0.21 -0.23
C -0.72 -0.45 1.25 0.27
H 0.34 1.15 0.73 0.27
H -1.25 -0.23 -1.33 0.38
H -0.15 0.95 -1.69 0.38
```



Repeat the ninth record exactly.
Below is a gas-phase ion, C3H3N2S (charge -1) in a non-equilibrium geometry, with properties calculated with the ωB97M-V functional and the def2-TZVPD basis.

Output
E (a.u.): -623.64083
Gap between HOMO and LUMO (eV): 7.266
Relative energy (zero: lowest compared OMol25 entry of this formula, charge and spin) (kcal/mol): 136.8
Highest occupied orbital energy (eV): -3.2
Total charge: -1
LUMO energy (eV): 4.102

The geometry in XYZ format:
```
9
Properties=species:S:1:pos:R:3:nbo_charge:R:1
S -2.01 -2.79 -1.15 -0.39
N -1.04 -1.47 -0.66 -0.29
N -1.47 -0.29 -1.07 -0.34
C 0.11 -1.71 -0.14 -0.05
C -0.75 0.73 -0.59 -0.13
C 0.15 0.58 0.39 -0.32
H 0.99 1.23 0.47 0.15
H 0.15 -2.69 0.43 0.19
H -1.12 1.62 -0.84 0.18
```



What is the E in the fourth record? -924.67751 a.u.